[1]
114
Properties=species:S:1:pos:R:3 method="wB97M-V/def2-TZVPD" multiplicity=1 gap_ev=6.644 charge=-1 e_tot_ha=-2568.98320
C 2.48199 -2.63694 1.20058
O 2.97885 -1.86549 0.04980
C 2.62299 -2.54124 -1.22501
C 2.48007 -1.37089 -2.40415
C 1.18860 -0.45087 -1.96541
C 1.70548 1.00762 -1.41182
C 0.82904 1.62735 -0.17226
C -0.55842 2.38578 -0.61227
C -1.55783 1.50550 -1.56738
In -2.46373 -0.31914 -0.58054
Cl -1.05052 -1.39510 1.14727
C -2.78633 -1.91469 -2.21777
C -2.94222 -3.42373 -1.55323
N -3.68201 -3.65869 -0.42133
H 3.30235 -3.41573 1.55296
H 2.32238 -1.85773 2.08239
H 1.47897 -3.21583 0.99644
H 1.59178 -3.09678 -1.19938
H 3.49513 -3.28484 -1.48896
H 3.43523 -0.69492 -2.46650
H 2.30158 -1.84920 -3.46345
H 0.52337 -0.27994 -2.94151
H 0.48987 -1.03708 -1.21591
H 2.80242 0.82116 -0.97934
H 1.85926 1.81219 -2.27844
H 1.51522 2.46537 0.33002
H 0.66021 0.81932 0.66691
H -0.25282 3.34725 -1.23347
H -1.11638 2.77922 0.35161
H -2.46195 2.22230 -1.87358
H -1.07846 1.16114 -2.59347
H -4.04550 0.11076 0.23391
H -3.66511 -1.63106 -2.94168
H -1.75996 -1.92924 -2.82226
H -2.38725 -4.32514 -2.09729
H -4.13344 -2.78394 -0.07404
C -8.04769 1.64937 1.88274
C -7.16836 1.61187 3.10590
C -6.02048 0.74071 2.64430
O -5.88206 0.94864 1.23195
C -7.03100 1.66741 0.76234
H -8.72692 2.50517 1.85579
H -8.64742 0.73300 1.82855
H -6.80414 2.62103 3.33176
H -7.66895 1.22186 3.99574
H -6.23683 -0.32058 2.80620
H -5.08007 0.98567 3.14640
H -6.71362 2.69012 0.53134
H -7.40725 1.20349 -0.15358
C -10.15396 6.24052 -0.29537
C -11.32576 6.11897 0.64423
C -11.19725 4.69096 1.12787
O -9.79930 4.37060 1.11249
C -9.10326 5.40173 0.39869
H -9.83241 7.27105 -0.46595
H -10.40766 5.79496 -1.26463
H -11.19995 6.81100 1.48527
H -12.29035 6.32479 0.17337
H -11.70694 3.99528 0.45287
H -11.59554 4.55276 2.13719
H -8.54257 5.99400 1.13005
H -8.39506 4.95141 -0.30228
C -13.31069 5.48124 -4.37092
C -13.01365 4.01824 -4.57611
C -11.86324 3.79134 -3.61970
O -12.04282 4.70479 -2.52861
C -13.05936 5.65048 -2.88853
H -14.32214 5.77020 -4.66749
H -12.59853 6.08828 -4.94247
H -13.87830 3.41781 -4.26959
H -12.76697 3.76011 -5.60908
H -10.90225 4.02023 -4.09242
H -11.82986 2.76612 -3.23985
H -13.95606 5.41514 -2.30493
H -12.73069 6.66111 -2.63106
C 7.79737 -1.41719 1.12128
C 7.02210 -2.58308 0.56413
C 6.40624 -1.98710 -0.68293
O 7.31261 -0.98047 -1.15441
C 8.29264 -0.73650 -0.13595
H 8.60685 -1.70932 1.79498
H 7.12098 -0.74840 1.66676
H 7.71182 -3.39040 0.29100
H 6.27869 -2.98772 1.25559
H 5.45132 -1.49923 -0.46050
H 6.24315 -2.73209 -1.46707
H 9.24046 -1.16931 -0.47409
H 8.42794 0.34062 -0.00480
C 10.46330 -7.05326 1.34193
C 9.44302 -7.21477 0.24480
C 8.57842 -5.98730 0.43299
O 9.42543 -4.95922 0.96473
C 10.66708 -5.55422 1.36662
H 11.38929 -7.60647 1.16593
H 10.03887 -7.38855 2.29575
H 9.93956 -7.17582 -0.73193
H 8.87749 -8.14814 0.30394
H 7.77976 -6.17120 1.15941
H 8.12701 -5.64504 -0.50272
H 11.43332 -5.24631 0.64683
H 10.94960 -5.18512 2.35639
C 13.34295 -0.68322 2.83741
C 11.94489 -1.01698 3.28992
C 11.75355 -2.40860 2.72740
O 13.04689 -3.02802 2.70046
C 14.03921 -2.02209 2.94667
H 13.82333 0.09692 3.43331
H 13.32604 -0.35498 1.79132
H 11.90727 -1.04833 4.38522
H 11.18898 -0.30846 2.94193
H 11.37833 -2.37357 1.69912
H 11.06825 -3.01317 3.32850
H 14.43405 -2.18250 3.95583
H 14.85842 -2.12904 2.23033

=====

[2]
113
Properties=species:S:1:pos:R:3 method="wB97M-V/def2-TZVPD" multiplicity=1 gap_ev=4.496 charge=+3 e_tot_ha=-2167.16024
C 10.38217 9.95347 8.03875
C 10.13522 9.89856 9.56477
C 8.94248 10.76160 9.97560
C 7.52168 10.20416 9.65380
C 7.32145 8.80118 10.31723
C 8.47156 7.82778 9.91982
N 9.89532 8.42150 10.04059
O 10.96448 7.51986 9.91109
C 8.43367 7.25298 8.51041
C 8.31296 6.75034 11.06902
C 11.26773 10.39554 10.46726
H 9.51455 9.54126 7.52357
H 11.16992 9.24066 7.79494
H 10.64409 10.97994 7.78210
H 9.15233 11.74176 9.54741
H 8.98873 10.99992 11.03822
H 7.36383 10.09128 8.58122
H 6.73956 10.86646 10.02497
H 6.46640 8.42370 9.75643
H 7.05829 8.86124 11.37328
H 9.35367 6.87212 8.06696
H 8.05079 7.98082 7.79504
H 7.62961 6.52156 8.59166
H 9.17360 6.08692 11.15430
H 7.41981 6.12796 11.01399
H 8.35571 7.24776 12.03796
H 12.18752 10.11280 9.95527
H 11.21011 9.96798 11.46825
H 11.34586 11.47996 10.38971
C 12.62582 14.95158 6.91141
C 13.80053 15.88744 7.22513
C 13.42915 16.63078 8.53919
C 14.58239 17.42426 9.05114
C 15.77541 16.57130 9.38745
C 16.27774 15.75994 8.14496
N 15.14400 15.13822 7.44843
O 15.38178 13.91610 6.80162
C 17.20085 14.74312 8.81947
C 17.05626 16.72184 7.17549
C 13.86453 16.91008 6.02614
H 12.87490 14.44224 5.98049
H 11.68473 15.47418 6.74011
H 12.39954 14.18252 7.64996
H 13.27075 15.76242 9.17869
H 12.53020 17.24276 8.46525
H 14.38367 18.01772 9.94355
H 14.85063 18.18505 8.31809
H 15.50880 15.83904 10.14955
H 16.63170 17.18564 9.66577
H 17.98342 15.26352 9.37162
H 17.62313 14.08262 8.06216
H 16.61698 14.08504 9.46299
H 18.05978 16.84024 7.58419
H 16.63211 17.72155 7.08190
H 17.29954 16.30156 6.19964
H 14.81012 17.44950 5.97155
H 13.17019 17.74335 6.13404
H 13.73319 16.47586 5.03503
C 12.78311 7.57232 14.12047
C 13.64072 8.83623 14.10532
C 14.15648 9.17112 12.70103
N 15.31399 10.18642 12.71669
C 14.91006 11.52904 13.30055
C 15.77221 10.33522 11.24548
C 16.78375 9.21001 10.96575
C 17.54599 9.19354 12.25829
C 16.61918 9.61824 13.42886
H 12.31655 7.60300 15.10509
H 13.49793 6.75774 14.00400
H 12.07803 7.43754 13.30022
H 14.50351 8.65288 14.74569
H 13.12041 9.63820 14.62898
H 13.35654 9.60021 12.09763
H 14.47290 8.26406 12.18605
H 15.60166 12.35814 13.15097
H 14.70376 11.47300 14.36938
H 13.95426 11.77368 12.83720
H 16.34251 11.26364 11.27577
H 14.87236 10.26418 10.63448
H 17.45117 9.50557 10.15625
H 16.29272 8.25186 10.79561
H 18.35994 9.91756 12.22076
H 17.92830 8.20194 12.50052
H 17.13675 10.41226 13.96714
H 16.38476 8.91410 14.22720
C 7.13166 13.67150 13.81049
C 7.92270 14.05198 12.52811
C 9.48111 14.16024 12.77006
N 10.22408 15.15140 11.81999
C 10.16926 14.77218 10.31264
C 11.75966 15.23116 12.17966
C 12.10069 16.71010 12.67006
C 10.88177 17.53704 12.28034
C 9.69307 16.57535 12.07040
H 7.12087 14.41068 14.61149
H 7.30295 12.66192 14.18395
H 6.11998 13.59884 13.41134
H 7.49195 14.96150 12.10940
H 7.56903 13.27796 11.84700
H 9.93537 13.17118 12.82935
H 9.65066 14.70896 13.69648
H 9.16316 14.81610 9.89557
H 10.53061 13.75608 10.15433
H 10.81346 15.48864 9.80295
H 12.25096 14.98212 11.23908
H 11.99306 14.50976 12.96273
H 13.04427 16.97774 12.19453
H 12.21197 16.79797 13.75080
H 11.10763 18.09266 11.37019
H 10.47863 18.26078 12.98870
H 8.89504 16.77760 11.35601
H 9.13723 16.47798 13.00295
Cl 13.87004 12.96178 10.00991

=====

[3]
123
Properties=species:S:1:pos:R:3 method="wB97M-V/def2-TZVPD" multiplicity=1 relative_energy_kcal_mol=0.0 gap_ev=8.537 e_tot_ha=-3004.87769 smiles="CCCCCCCCCCCCCCCCCCCC[C@@H](OC)[C@H](NCCOC=O)[C@@H](C)F.COP(=O)(OC)OC.COP(=O)(OC)OC"
C -0.58473 6.76994 1.14192
C -1.58310 7.89556 0.79179
C -2.69965 8.08847 1.82953
C -3.50933 6.83566 2.16654
C -4.42439 6.33677 1.03944
C -3.70509 5.54892 -0.07586
C -4.47637 4.29599 -0.54602
C -3.52257 3.15585 -0.96933
C -4.11406 2.27267 -2.09619
C -3.07814 1.81326 -3.14868
C -2.79222 0.30715 -3.06431
C -1.44575 -0.12221 -3.65054
C -0.24150 0.33437 -2.83533
C 1.02965 -0.36820 -3.31145
C 2.26092 -0.03617 -2.45559
C 2.36317 -1.10298 -1.34414
C 2.93717 -0.57876 -0.03473
C 2.98526 -1.62046 1.09561
C 1.72527 -2.47983 1.27800
C 0.68790 -1.88908 2.25008
C -0.07682 -0.64935 1.72570
O -1.39749 -0.90088 1.26554
C -1.48756 -1.95001 0.32672
C -0.10333 0.52276 2.70582
N 1.29150 0.86353 3.03879
C 1.59841 2.27812 3.12210
C 2.75236 2.46301 4.09861
O 3.27823 3.79834 4.02976
C 4.45969 3.93759 3.42197
O 4.89113 5.00092 3.09741
C -0.84323 0.29058 4.02431
C -2.33781 0.07407 3.90752
F -0.29448 -0.75401 4.76551
H 0.43181 7.16231 1.08172
H -0.72529 6.40007 2.15696
H -0.63224 5.95506 0.42098
H -1.01190 8.81594 0.66184
H -2.05294 7.69492 -0.17304
H -2.23910 8.49157 2.73737
H -3.36221 8.87157 1.44749
H -2.86057 6.04543 2.55215
H -4.15959 7.11412 3.00285
H -5.14722 5.65511 1.49266
H -4.93216 7.20611 0.61741
H -2.70658 5.23299 0.22477
H -3.63127 6.19652 -0.95316
H -5.08998 3.94785 0.28967
H -5.15494 4.53262 -1.36717
H -2.58130 3.60900 -1.28511
H -3.38002 2.51514 -0.09693
H -4.59322 1.40220 -1.64290
H -4.89520 2.86583 -2.57490
H -3.49104 2.03952 -4.13387
H -2.17237 2.40339 -2.99766
H -3.61177 -0.18409 -3.59593
H -2.85204 -0.00327 -2.01415
H -1.47865 -1.21217 -3.73676
H -1.41466 0.27541 -4.67174
H -0.16379 1.42178 -2.90115
H -0.44928 0.05948 -1.79162
H 1.18377 -0.08390 -4.35608
H 0.81944 -1.43986 -3.26754
H 3.16779 -0.00901 -3.05743
H 2.08517 0.90643 -1.93016
H 1.32738 -1.40546 -1.16288
H 2.92053 -1.97894 -1.68595
H 2.39935 0.33190 0.24789
H 3.96783 -0.26519 -0.23676
H 3.85391 -2.26423 0.94488
H 3.18093 -1.09372 2.03597
H 1.23646 -2.73561 0.33748
H 2.04376 -3.43156 1.71295
H -0.01084 -2.67331 2.54624
H 1.22779 -1.57986 3.14498
H 0.47617 -0.29641 0.83940
H -1.46485 -2.92561 0.81944
H -0.73749 -1.87133 -0.46763
H -2.46698 -1.85937 -0.14615
H -0.55296 1.41443 2.25331
H 1.92190 0.39586 2.40317
H 0.73568 2.82921 3.49926
H 1.90431 2.70896 2.15853
H 3.54044 1.75309 3.83053
H 2.44872 2.27899 5.12667
H 5.05301 3.02418 3.25546
H -0.69441 1.19965 4.62034
H -2.55005 -0.89528 3.45831
H -2.77347 0.82974 3.25408
H -2.80545 0.07915 4.89126
C 4.01381 -8.22394 6.09556
O 3.21345 -7.20200 5.46996
P 3.96367 -6.09140 4.59656
O 4.90002 -5.34980 5.45987
O 2.62478 -5.31409 4.20212
C 2.06844 -4.38940 5.13911
O 4.49952 -6.13481 3.10204
C 5.92246 -6.15956 2.89090
H 3.37472 -9.08735 6.26028
H 4.85395 -8.52269 5.46932
H 4.38631 -7.85585 7.04977
H 2.82050 -3.98828 5.81744
H 1.28202 -4.87602 5.71737
H 1.63392 -3.57015 4.56971
H 6.42740 -6.83388 3.57870
H 6.31680 -5.15327 3.00981
H 6.08656 -6.50034 1.87159
C -2.78333 -4.48034 -8.85923
O -2.32271 -4.17662 -7.53060
P -0.96603 -3.27747 -7.36388
O 0.02372 -4.15639 -8.05019
O -1.08025 -3.42441 -5.76038
C -0.82734 -4.70070 -5.17732
O -0.12403 -1.91021 -7.13255
C 0.83367 -1.52051 -8.12662
H -3.85094 -4.67908 -8.80170
H -2.61700 -3.65392 -9.54789
H -2.26370 -5.36434 -9.22462
H -0.17120 -5.30115 -5.80737
H -1.76613 -5.23172 -5.01466
H -0.34232 -4.52824 -4.21813
H 0.45838 -1.65678 -9.13810
H 1.73850 -2.10808 -7.99183
H 1.04905 -0.46614 -7.96488

=====

[4]
129
Properties=species:S:1:pos:R:3 method="wB97M-V/def2-TZVPD" multiplicity=1 gap_ev=7.961 e_tot_ha=-4935.17186
C 4.84152 0.48919 4.09713
C 5.38226 0.03269 2.82859
C 4.53627 0.07824 1.43550
O 5.56982 -0.29284 0.46630
C 6.59584 0.67581 0.37863
N 7.32491 1.56673 -0.01751
C 3.45865 -1.15121 1.32335
C 3.42804 -1.88333 -0.11129
C 4.34077 -3.21125 -0.21041
C 5.01209 -3.41593 -1.68992
C 4.90036 -4.97465 -2.07910
C 3.51187 -2.28007 2.49802
C 2.30483 -3.33879 2.43014
C 0.98558 -2.91720 3.25922
C -0.38510 -3.52153 2.64370
C -1.00628 -2.63618 1.45297
C -2.30065 -1.75776 1.89674
C -2.81524 -0.76268 0.73227
C -3.21379 -1.51764 -0.64037
N 2.20159 -0.39906 1.73603
C 2.29266 1.04184 1.99895
O 1.53414 1.79352 2.65921
C 3.69226 1.42597 1.24415
O 4.07368 2.64120 1.95547
N 5.06434 3.31638 1.32869
O 5.75736 3.89910 2.10363
Si 3.05514 1.95710 -0.49851
C 2.25163 3.71171 -0.25108
C 4.41831 2.17440 -1.82371
C 1.62468 0.85593 -1.19100
H 4.53909 1.58070 4.30538
H 4.62675 -0.25924 4.95234
H 6.45186 -0.41088 2.88619
H 2.33503 -2.23475 -0.29509
H 3.69248 -1.21403 -0.99915
H 5.20705 -3.25466 0.53352
H 3.63787 -4.11610 -0.02763
H 6.13464 -3.17322 -1.56563
H 4.59884 -2.69117 -2.47184
H 4.00690 -5.52269 -1.61940
H 4.94305 -5.06523 -3.21970
H 5.84441 -5.49853 -1.65718
H 4.50081 -2.86473 2.52007
H 3.43586 -1.76881 3.53651
H 2.69718 -4.31004 2.93222
H 1.97863 -3.64341 1.37699
H 0.89594 -1.79151 3.47099
H 1.09516 -3.41611 4.30422
H -1.16536 -3.50378 3.50367
H -0.27800 -4.60943 2.28706
H -0.26006 -1.96108 0.90736
H -1.41268 -3.37329 0.65267
H -2.10475 -1.11459 2.82383
H -3.20155 -2.44021 2.16274
H -3.77801 -0.22036 1.08636
H -2.03995 0.04294 0.45841
H -3.37481 -0.71313 -1.45934
H -2.37674 -2.24754 -0.94724
H -4.22649 -2.08062 -0.57428
H 1.37471 -0.71362 1.20929
H 3.03286 4.53442 -0.07925
H 1.54172 3.57897 0.66027
H 1.55449 3.92816 -1.14331
H 4.79317 1.19905 -2.29093
H 5.25590 2.84663 -1.40769
H 3.93273 2.77588 -2.69258
H 0.80640 0.64968 -0.39630
H 1.09811 1.50628 -1.99503
H 1.98142 -0.08685 -1.72919
C 0.14914 -6.24848 -3.16648
S -0.69388 -4.67964 -2.86325
O 0.09950 -3.93432 -1.83647
C -2.12470 -5.39633 -2.02781
H 1.10237 -6.04057 -3.65519
H 0.33171 -6.76305 -2.22113
H -0.46371 -6.87191 -3.82106
H -1.80031 -5.96350 -1.15302
H -2.66252 -6.04737 -2.72016
H -2.78145 -4.58485 -1.71061
C -0.39964 5.93245 0.37524
S -1.27225 4.52344 1.09586
O -1.35842 3.46274 0.04404
C -2.88493 5.33024 1.18597
H 0.63553 5.64282 0.19414
H -0.86644 6.21716 -0.56983
H -0.42248 6.77173 1.07338
H -3.19705 5.65221 0.19050
H -2.82585 6.18884 1.85755
H -3.60782 4.61591 1.57763
C 2.51752 6.83751 3.02988
S 1.14967 7.85616 3.62467
O 1.38149 9.24935 3.13546
C 1.62500 7.80702 5.36628
H 2.44511 6.76161 1.94403
H 3.46987 7.29846 3.29845
H 2.44613 5.83954 3.46716
H 2.63296 8.20768 5.48908
H 1.58307 6.77750 5.72670
H 0.92112 8.41714 5.93366
C -7.53859 -0.74124 -3.31619
S -5.85443 -0.26121 -3.75890
O -4.93133 -1.28893 -3.18941
C -5.78380 1.18617 -2.68064
H -7.78805 -1.65879 -3.85060
H -7.60551 -0.91824 -2.24104
H -8.23217 0.04847 -3.61121
H -5.96002 0.88893 -1.64505
H -6.53468 1.91290 -2.99627
H -4.79190 1.63199 -2.76541
C -0.56149 -7.78012 -6.96811
S -2.13755 -7.14598 -6.35450
O -2.54212 -7.99653 -5.19296
C -3.11558 -7.67133 -7.77867
H 0.20351 -7.59394 -6.21315
H -0.63708 -8.85373 -7.15057
H -0.29343 -7.26006 -7.88965
H -3.03180 -8.75173 -7.91053
H -2.76320 -7.15483 -8.67336
H -4.15838 -7.40845 -7.59719
C -8.16054 5.52577 3.00812
S -6.82087 6.09622 1.93963
O -5.69715 5.11894 2.06933
C -6.39575 7.54454 2.93119
H -8.55766 4.59646 2.59788
H -7.78237 5.34476 4.01598
H -8.95213 6.27705 3.03273
H -6.12755 7.23759 3.94389
H -7.24495 8.22978 2.95842
H -5.54426 8.04330 2.46653

=====

no.,E_LUMO (eV),molar mass (g mol⁻¹),highest occupied orbital energy (eV)
1,1.958,755.21,-4.69
2,-10.762,604.43,-15.26
3,-0.674,753.91,-9.21
4,-0.328,906.47,-8.29